#one
{
  "formula": "C3H5N3O",
  "method": "the ωB97M-V functional and the def2-TZVPD basis",
  "orbital_gap_ev": 8.9649,
  "e_lumo_ev": 0.429,
  "symbols": ["O", "C", "C", "N", "N", "C", "N", "H", "H", "H", "H", "H"],
  "positions_angstrom": [[-1.99624, 1.02273, -0.64204], [-1.80532, -0.15228, 0.04596], [-0.30310, -0.30348, 0.02245], [0.27052, 0.69980, -0.62795], [1.59046, 0.45152, -0.59167], [1.75108, -0.65014, 0.15813], [0.59927, -1.17263, 0.52163], [-0.70289, 1.18277, -1.17806], [-2.28527, -1.05857, -0.38759], [-2.11818, -0.19017, 1.12124], [2.28505, 1.15254, -0.80801], [2.72542, -0.99567, 0.45973]]
}

***

#two
{
  "formula": "C3H5N3O",
  "method": "the ωB97M-V functional and the def2-TZVPD basis",
  "orbital_gap_ev": 9.8353,
  "smiles": "[H]/N=C\\N=C/NC=O",
  "e_lumo_ev": 0.097,
  "symbols": ["C", "C", "C", "H", "H", "H", "H", "H", "N", "N", "N", "O"],
  "positions_angstrom": [[1.27118, -1.44843, -0.11148], [-0.22496, -0.25038, 0.96189], [-0.98087, 1.83384, 0.11060], [-0.27693, -1.30978, -1.42325], [2.42124, -1.68175, -0.00713], [-1.07386, 0.00618, 1.71047], [0.47669, 0.50818, -0.98195], [-0.88753, 2.45030, -0.72293], [0.78817, -1.39338, -1.32665], [0.55538, -1.26409, 0.97502], [-0.36482, 0.57059, -0.21337], [-1.70370, 1.97872, 1.02877]]
}

***

Top of the stability list: #two, leading by 0.0081 hartree.